(1)
This record from the OMol25 dataset describes one molecule with the formula C4H5F5N2 in a non-equilibrium geometry. The level of theory is wB97M-V/def2-TZVPD.

XYZ file:
```
16
Properties=species:S:1:pos:R:3:mulliken_charge:R:1
C -1.115 -0.240 0.529 -0.685
C -0.281 -1.243 -0.427 -0.688
C -0.772 2.104 0.020 0.636
C 1.982 -0.722 -0.136 0.917
N -1.440 0.981 -0.111 0.047
N 0.896 -0.707 -0.923 -0.732
F -0.964 3.113 -0.798 -0.158
F 0.015 2.374 1.024 -0.114
F 2.618 -1.932 0.000 -0.320
F 2.924 0.128 -0.569 -0.296
F 1.771 -0.353 1.199 -0.339
H -2.034 -0.766 0.782 0.305
H -0.520 -0.041 1.419 0.368
H -0.146 -2.125 0.217 0.332
H -0.930 -1.490 -1.269 0.449
H -2.006 0.917 -0.956 0.276
```

- HOMO-LUMO gap: 0.246 Eh
- Energy relative to the best compared isomer or geometry (same formula, charge and spin): 0.000 eV
- LUMO level: -0.88 eV
- Total energy: -20794.1465 eV

***

(2)
This record from the OMol25 dataset describes a 2-piece molecular cluster, C4H5F5S overall in a non-equilibrium geometry. The level of theory is wB97M-V/def2-TZVPD.

XYZ file:
```
15
Properties=species:S:1:pos:R:3:mulliken_charge:R:1
C -1.268 -0.745 -1.387 -0.970
C 0.023 -1.189 -0.860 -0.002
C 1.053 0.854 0.037 0.057
C 0.355 1.354 1.377 0.850
F 1.534 1.922 -0.553 -0.268
F 2.105 -0.006 0.370 -0.254
F 1.246 1.275 2.435 -0.278
F -0.670 0.547 1.716 -0.255
F -0.060 2.621 1.330 -0.244
S 0.276 -2.067 0.502 -0.091
H -1.971 -0.632 -0.624 0.347
H -1.589 -1.371 -2.280 0.307
H -1.180 0.272 -1.801 0.276
H 0.792 -1.217 -1.615 0.390
H -0.644 -1.620 1.351 0.135
```

- HOMO-LUMO gap (alpha / beta): 0.290 / 0.280 Eh
- Energy relative to the best compared isomer or geometry (same formula, charge and spin): 2.272 eV
- LUMO level (alpha / beta): -0.44 / -0.50 eV
- Total energy: -28648.5086 eV

***

(3)
This record from the OMol25 dataset describes a 2-piece molecular cluster, C4H5FN2O overall in a non-equilibrium geometry. The level of theory is wB97M-V/def2-TZVPD.

XYZ file:
```
13
Properties=species:S:1:pos:R:3:mulliken_charge:R:1
C 1.740 -1.138 -1.119 -0.477
C 0.695 -1.034 -0.144 0.585
C 0.335 0.292 -0.134 -0.326
C -1.691 1.675 0.993 -0.225
N 2.005 0.126 -1.547 -0.754
N 1.090 0.942 -1.068 0.219
O 0.045 -1.949 0.688 -0.522
F -1.492 3.005 0.702 -0.211
H 2.196 -2.017 -1.388 0.458
H -1.771 1.344 2.090 0.298
H -2.105 1.070 0.148 0.344
H 1.122 1.921 -0.905 0.284
H -0.015 -2.695 0.137 0.326
```

- HOMO-LUMO gap (alpha / beta): 0.281 / 0.319 Eh
- Energy relative to the best compared isomer or geometry (same formula, charge and spin): 5.994 eV
- LUMO level (alpha / beta): -0.95 / -0.12 eV
- Total energy: -11968.0491 eV